[1]
The following is a quantum chemistry calculation of a molecular structure, C22H33IrN2S, from the Open Molecules 2025 dataset.

```
! wB97M-V def2-TZVPD RIJCOSX def2/J DEFGRID3
* xyz 1 6
C 1.172 2.354 0.260
C 0.882 1.523 -0.882
C 1.629 0.297 -0.733
C 2.327 0.348 0.522
C 2.038 1.614 1.144
Ir 0.137 0.541 0.932
C -0.835 -2.942 1.764
C -1.165 -1.726 2.226
H -2.182 -1.467 2.512
C -0.160 -0.653 2.460
H 0.825 -1.092 2.671
H -0.438 -0.019 3.306
C -1.846 -4.046 1.676
H -2.832 -3.658 1.404
H -1.526 -4.779 0.928
H -1.973 -4.597 2.617
C 0.566 -3.287 1.323
H 1.046 -2.470 0.758
H 1.247 -3.534 2.161
H 0.542 -4.184 0.688
C -0.005 1.895 -2.020
H -0.801 2.566 -1.691
H 0.581 2.414 -2.788
H -0.489 1.031 -2.486
C 1.666 -0.807 -1.735
H 0.665 -1.009 -2.127
H 2.296 -0.522 -2.588
H 2.072 -1.726 -1.302
C 3.239 -0.694 1.094
H 3.425 -1.486 0.365
H 4.197 -0.239 1.373
H 2.821 -1.152 2.000
C 2.580 2.090 2.457
H 2.802 1.246 3.120
H 3.514 2.643 2.299
H 1.877 2.761 2.961
C 0.665 3.741 0.476
H 0.675 4.007 1.537
H 1.311 4.452 -0.055
H -0.349 3.863 0.083
C -1.830 -0.081 -3.761
C -1.632 -1.275 -2.889
C -1.883 -0.011 -5.103
C -1.143 -2.352 -3.681
H -1.722 -1.592 -1.851
C -1.363 -1.158 -5.798
H -2.249 0.875 -5.624
C -0.982 -2.288 -5.079
H -0.905 -3.297 -3.175
H -1.276 -1.126 -6.887
H -0.595 -3.167 -5.601
N -2.958 3.392 2.188
C -1.996 2.469 2.288
N -1.197 2.520 3.360
S -2.000 1.236 1.056
H -2.978 4.192 2.808
H -3.574 3.387 1.383
H -0.470 1.833 3.530
H -1.439 3.145 4.127
*
```

Values from the calculation:
calculated total energy: -1469.61979 hartree
max |F|: 0.1069 hartree/bohr
LUMO (spin up / spin down): -2.5 / -4.8 eV
HOMO-LUMO gap (spin up / spin down): 4.92 / 5.89 eV
M: 549.8 g/mol
⟨S²⟩: 8.8125

***

[2]
The following is a quantum chemistry calculation of 11 unconnected molecules or ions with the total composition C22H33N11, from the Open Molecules 2025 dataset.

```
! wB97M-V def2-TZVPD RIJCOSX def2/J DEFGRID3
* xyz 0 1
C -2.400 0.802 -2.745
C -1.321 0.393 -3.650
N -0.455 0.093 -4.336
H -2.126 1.802 -2.411
H -2.485 0.125 -1.902
H -3.324 0.821 -3.320
C 2.801 -3.207 -0.013
C 2.741 -4.604 0.408
N 2.692 -5.698 0.747
H 2.048 -3.023 -0.779
H 3.821 -3.009 -0.334
H 2.534 -2.523 0.792
C -0.308 0.829 0.343
C 0.474 -0.070 1.169
N 1.080 -0.794 1.821
H -1.080 0.266 -0.176
H 0.351 1.442 -0.265
H -0.872 1.526 0.970
C 4.142 -0.255 3.365
C 4.263 -1.686 3.115
N 4.312 -2.793 2.822
H 3.508 -0.183 4.255
H 3.625 0.201 2.525
H 5.063 0.260 3.622
C 2.219 -1.921 -3.879
C 1.947 -1.211 -2.640
N 1.736 -0.632 -1.673
H 2.156 -2.992 -3.683
H 3.206 -1.662 -4.252
H 1.432 -1.664 -4.589
C -5.053 3.375 -1.675
C -4.084 2.915 -0.693
N -3.310 2.539 0.064
H -6.072 3.131 -1.402
H -4.743 2.949 -2.631
H -4.917 4.455 -1.768
C -1.145 -3.238 -0.721
C -1.079 -3.085 -2.183
N -1.007 -2.993 -3.326
H -1.761 -2.410 -0.369
H -0.154 -3.047 -0.308
H -1.548 -4.215 -0.490
C 0.680 3.264 -3.630
C 2.010 2.790 -3.979
N 3.057 2.432 -4.269
H 0.655 4.335 -3.439
H 0.297 2.729 -2.761
H -0.003 3.051 -4.454
C -0.118 -3.515 3.266
C -1.367 -3.877 2.602
N -2.353 -4.161 2.086
H 0.746 -3.836 2.677
H 0.017 -3.980 4.239
H 0.009 -2.442 3.356
C -0.687 1.132 4.259
C -1.103 -0.150 4.832
N -1.386 -1.154 5.312
H 0.391 1.186 4.151
H -0.994 1.834 5.040
H -1.210 1.320 3.327
C -1.389 4.822 1.349
C -0.016 4.379 1.097
N 1.063 4.035 0.918
H -1.817 5.174 0.413
H -1.378 5.615 2.093
H -2.008 4.006 1.711
*
```

Values from the calculation:
calculated total energy: -1460.30988 hartree
max |F|: 0.0254 hartree/bohr
LUMO: -0.4 eV
HOMO-LUMO gap: 10.58 eV
energy above the lowest of the compared OMol25 structures with the same formula, charge and spin: 69.7 kJ/mol
M: 451.6 g/mol
SMILES: CC#N.CC#N.CC#N.CC#N.CC#N.CC#N.CC#N.CC#N.CC#N.CC#N.CC#N

***

[3]
The following is a quantum chemistry calculation of a single C22H33N3O3 molecule, from the Open Molecules 2025 dataset.

```
! wB97M-V def2-TZVPD RIJCOSX def2/J DEFGRID3
* xyz 0 1
C -6.594 -2.149 0.267
C -5.300 -2.147 -0.545
O -4.300 -3.021 -0.044
C -3.795 -2.736 1.239
C -3.116 -1.370 1.373
C -2.024 -1.198 0.312
N -1.485 0.151 0.233
C -0.540 0.505 1.267
C 0.899 0.224 0.930
C 1.311 -0.512 -0.126
C 2.694 -0.756 -0.384
C 3.132 -1.522 -1.471
C 4.475 -1.739 -1.686
C 4.963 -2.554 -2.844
C 5.398 -1.179 -0.796
C 5.013 -0.418 0.287
C 6.028 0.169 1.223
C 3.640 -0.202 0.496
N 3.185 0.547 1.550
C 1.871 0.815 1.845
O 1.588 1.513 2.807
C -2.306 1.089 -0.358
O -3.449 0.811 -0.684
N -1.789 2.350 -0.549
C -0.414 2.594 -0.944
C 0.308 3.619 -0.069
C -2.752 3.351 -0.989
C -3.121 3.257 -2.468
H -6.932 -3.169 0.434
H -6.457 -1.660 1.229
H -7.360 -1.609 -0.283
H -4.916 -1.124 -0.638
H -5.497 -2.534 -1.548
H -4.585 -2.822 1.998
H -3.063 -3.531 1.417
H -3.850 -0.575 1.245
H -2.698 -1.292 2.379
H -1.197 -1.883 0.512
H -2.453 -1.440 -0.663
H -0.644 1.562 1.522
H -0.779 -0.051 2.184
H 0.586 -0.930 -0.810
H 2.395 -1.942 -2.140
H 4.131 -2.955 -3.416
H 5.577 -1.943 -3.505
H 5.577 -3.382 -2.493
H 6.451 -1.352 -0.967
H 5.962 1.257 1.238
H 7.032 -0.105 0.909
H 5.878 -0.199 2.239
H 3.863 0.957 2.181
H 0.130 1.650 -0.934
H -0.410 2.963 -1.978
H -0.227 4.565 -0.058
H 1.301 3.794 -0.475
H 0.415 3.276 0.956
H -3.655 3.210 -0.393
H -2.333 4.334 -0.764
H -3.851 4.024 -2.711
H -3.554 2.282 -2.670
H -2.250 3.397 -3.105
*
```

Values from the calculation:
calculated total energy: -1248.15521 hartree
max |F|: 0.0159 hartree/bohr
LUMO: 0.2 eV
HOMO-LUMO gap: 8.55 eV
energy above the lowest of the compared OMol25 structures with the same formula, charge and spin: 3.5 kJ/mol
M: 387.5 g/mol
SMILES: CCOCCCN(Cc1cc2cc(C)cc(C)c2[nH]c1=O)C(=O)N(CC)CC

***

[4]
The following is a quantum chemistry calculation of a molecular structure, C22H33N3O4SSeY, from the Open Molecules 2025 dataset.

```
! wB97M-V def2-TZVPD RIJCOSX def2/J DEFGRID3
* xyz 1 1
Y -0.140 0.720 0.432
C 3.544 0.587 3.412
C 2.573 0.500 2.284
N 1.306 0.658 2.427
O 0.912 0.929 3.726
C 3.056 0.187 0.911
C 4.485 -0.130 0.618
N 2.133 0.209 0.017
O 2.354 -0.062 -1.254
H 3.157 1.205 4.216
H 4.499 0.976 3.066
H 3.721 -0.414 3.815
H -0.059 0.893 3.674
H 4.857 -0.926 1.264
H 5.121 0.744 0.772
H 4.569 -0.440 -0.420
O 0.223 1.062 -1.876
C 0.540 2.339 -2.401
C 0.889 3.338 -1.323
C 1.459 4.564 -1.637
C 1.732 5.456 -0.617
C 1.430 5.104 0.693
C 0.863 3.870 0.923
N 0.597 2.999 -0.064
H 1.129 0.522 -1.790
H -0.333 2.706 -2.949
H 1.364 2.258 -3.113
H 1.685 4.805 -2.667
H 2.178 6.417 -0.837
H 1.622 5.774 1.517
H 0.588 3.555 1.923
C -1.515 -2.644 2.731
C -1.325 -3.936 1.943
C -0.414 -3.809 0.726
S -1.089 -2.711 -0.527
O -0.694 -1.313 -0.046
C 0.067 -3.041 -1.887
C -0.640 -3.076 -3.236
C -1.332 -1.764 -3.575
H -2.138 -2.825 3.605
H -1.999 -1.865 2.140
H -0.556 -2.252 3.081
H -2.293 -4.332 1.627
H -0.879 -4.697 2.587
H -0.283 -4.773 0.230
H 0.568 -3.401 0.978
H 0.579 -3.978 -1.667
H 0.790 -2.223 -1.819
H -1.355 -3.901 -3.255
H 0.117 -3.308 -3.988
H -2.116 -1.527 -2.853
H -1.798 -1.816 -4.558
H -0.623 -0.933 -3.574
Se -2.036 1.573 2.274
C -2.974 0.835 0.780
C -2.753 1.337 -0.504
C -3.378 0.773 -1.616
C -4.249 -0.287 -1.450
C -4.500 -0.775 -0.168
C -3.872 -0.228 0.934
H -2.153 2.236 -0.643
H -3.196 1.185 -2.600
H -4.751 -0.720 -2.305
H -5.198 -1.591 -0.032
H -4.065 -0.618 1.925
*
```

Values from the calculation:
calculated total energy: -4161.16889 hartree
max |F|: 0.0099 hartree/bohr
LUMO: -2.7 eV
HOMO-LUMO gap: 7.81 eV
energy above the lowest of the compared OMol25 structures with the same formula, charge and spin: 0.0 kJ/mol
M: 603.5 g/mol

***

[5]
The following is a quantum chemistry calculation of a single C22H33N3O6S molecule, from the Open Molecules 2025 dataset.

```
! wB97M-V def2-TZVPD RIJCOSX def2/J DEFGRID3
* xyz 0 1
C 1.879 4.090 -3.048
O 1.231 2.935 -3.510
C 0.013 2.688 -2.829
C -0.706 1.485 -3.440
C 0.246 0.326 -3.778
N 1.267 0.124 -2.778
C 1.149 -0.707 -1.728
O 0.239 -1.509 -1.605
C 2.284 -0.561 -0.711
C 2.202 -1.687 0.320
C 3.153 -1.469 1.494
C 2.939 -0.110 2.168
C 1.555 -0.058 2.834
N 1.232 1.238 3.388
S -0.156 2.012 2.865
O 0.096 2.568 1.569
O -0.521 2.895 3.933
C -1.330 0.672 2.696
C -1.807 0.056 3.837
C -2.552 -1.100 3.709
C -2.799 -1.646 2.451
C -2.327 -1.003 1.293
C -1.586 0.166 1.439
N -2.537 -1.608 0.041
C -2.677 -0.883 -1.114
C -2.828 -1.679 -2.388
O -2.691 0.328 -1.111
C -2.692 -3.042 0.150
C -3.821 -3.311 1.146
O -3.487 -2.820 2.426
C 3.110 0.998 1.130
C 2.171 0.824 -0.059
H 2.086 4.029 -1.972
H 1.273 4.986 -3.231
H 2.815 4.168 -3.599
H 0.216 2.508 -1.763
H -0.637 3.572 -2.894
H -1.457 1.163 -2.719
H -1.210 1.782 -4.361
H 0.754 0.538 -4.722
H -0.319 -0.603 -3.870
H 1.976 0.841 -2.764
H 3.242 -0.629 -1.241
H 2.442 -2.633 -0.170
H 1.172 -1.766 0.670
H 4.183 -1.517 1.133
H 3.020 -2.272 2.223
H 3.696 0.026 2.948
H 1.495 -0.836 3.605
H 0.796 -0.277 2.084
H 1.351 1.338 4.381
H -1.597 0.488 4.802
H -2.946 -1.616 4.570
H -1.207 0.683 0.575
H -1.943 -2.294 -2.529
H -3.721 -2.300 -2.375
H -2.909 -0.973 -3.210
H -2.923 -3.490 -0.810
H -1.759 -3.477 0.527
H -4.003 -4.380 1.273
H -4.742 -2.827 0.793
H 4.147 0.996 0.785
H 2.901 1.962 1.596
H 1.148 1.002 0.270
H 2.410 1.596 -0.794
*
```

Values from the calculation:
calculated total energy: -1872.04709 hartree
max |F|: 0.0167 hartree/bohr
LUMO: 0.6 eV
HOMO-LUMO gap: 9.21 eV
energy above the lowest of the compared OMol25 structures with the same formula, charge and spin: 61.1 kJ/mol
M: 467.6 g/mol
SMILES: COCCCNC(=O)[C@H]1CC[C@@H](CNS(=O)(=O)c2ccc3c(c2)N(C(C)=O)CCO3)CC1

***

[6]
The following is a quantum chemistry calculation of 8 unconnected molecules or ions with the total composition C22H34BF4O10, from the Open Molecules 2025 dataset.

```
! wB97M-V def2-TZVPD RIJCOSX def2/J DEFGRID3
* xyz -1 1
B -0.188 0.428 -0.131
F 0.244 0.030 -1.399
F 0.620 -0.256 0.801
F 0.148 1.752 0.081
F -1.460 0.243 0.171
C 0.102 -0.913 -4.558
O 0.359 -2.222 -4.149
H 0.010 -0.790 -5.543
H 0.787 -0.164 -4.280
H -0.851 -0.517 -4.237
H 0.065 -2.516 -3.298
C -2.367 2.306 -2.110
O -2.601 0.831 -2.524
H -2.733 3.052 -2.726
H -1.204 2.479 -2.028
H -2.842 2.245 -1.258
H -2.331 0.173 -1.734
C -3.996 2.538 1.310
O -4.439 3.898 1.428
H -4.752 2.000 0.800
H -3.909 2.098 2.272
H -2.908 2.520 1.000
H -5.377 3.880 1.746
C 2.486 -2.084 3.194
O 2.778 -0.996 3.837
H 2.209 -1.970 2.011
H 1.363 -2.515 3.224
H 3.115 -2.901 3.335
H 1.930 -0.436 3.870
C -0.190 1.348 6.514
C -0.138 0.260 5.707
C -0.373 0.501 4.341
C -0.523 1.775 3.813
C -0.636 2.815 4.738
C -0.419 2.623 6.093
O -0.270 3.708 6.909
O -0.487 -0.511 3.423
H 0.249 1.060 7.406
H 0.148 -0.746 6.116
H -0.708 1.861 2.792
H -0.870 3.898 4.391
H -1.091 4.198 7.164
H -0.147 -0.050 2.566
C -1.785 -5.424 -2.538
C -0.593 -4.906 -2.043
C -0.532 -3.723 -1.224
C -1.748 -3.056 -0.941
C -2.893 -3.585 -1.431
C -2.959 -4.769 -2.144
O -4.234 -5.206 -2.569
O 0.622 -3.078 -0.945
H -1.793 -6.370 -3.103
H 0.290 -5.563 -2.371
H -1.824 -2.055 -0.445
H -3.733 -2.916 -1.056
H -4.481 -6.144 -2.721
H 0.472 -2.252 -0.393
C 4.392 0.583 -2.108
C 3.398 1.425 -1.603
C 2.970 2.548 -2.375
C 3.618 2.912 -3.620
C 4.841 2.229 -3.820
C 5.213 1.058 -3.168
O 6.399 0.537 -3.437
O 1.919 3.245 -1.799
H 4.547 -0.326 -1.631
H 2.891 1.133 -0.741
H 3.245 3.708 -4.263
H 5.334 2.624 -4.435
H 6.500 -0.301 -2.894
H 1.154 2.748 -1.294
*
```

Values from the calculation:
calculated total energy: -2035.45092 hartree
max |F|: 0.2548 hartree/bohr
LUMO: 2.3 eV
HOMO-LUMO gap: 7.57 eV
energy above the lowest of the compared OMol25 structures with the same formula, charge and spin: 62.1 kJ/mol
M: 545.3 g/mol

***

[7]
The following is a quantum chemistry calculation of a molecular structure, C22H34BN6O2S4V, from the Open Molecules 2025 dataset.

```
! wB97M-V def2-TZVPD RIJCOSX def2/J DEFGRID3
* xyz 0 1
V 0.724 0.961 -1.497
C -2.532 -2.243 -3.322
C -3.550 -1.749 -2.297
C -4.104 -0.388 -2.714
C -4.740 -2.709 -2.208
N -2.864 -1.732 -0.962
C -2.775 -2.883 -0.190
C -2.009 -2.595 0.874
N -1.599 -1.284 0.762
B -0.596 -0.730 1.799
N -0.718 0.809 1.980
C -1.837 1.303 2.611
C -1.825 2.643 2.496
N -0.685 2.984 1.791
C -0.032 1.844 1.468
S 1.462 1.711 0.577
C -0.318 4.389 1.405
C 1.034 4.743 2.021
C -1.373 5.337 1.972
C -0.314 4.524 -0.116
N 0.857 -1.214 1.535
C 1.716 -1.296 2.605
C 2.905 -1.720 2.151
N 2.786 -1.908 0.783
C 1.519 -1.576 0.416
S 0.838 -1.560 -1.175
C 3.959 -2.474 0.035
C 3.717 -2.679 -1.454
C 5.124 -1.502 0.220
C 4.279 -3.837 0.655
C -2.103 -0.768 -0.380
S -1.784 0.813 -0.979
H -2.992 -2.287 -4.311
H -1.682 -1.561 -3.365
H -2.163 -3.237 -3.063
H -4.740 -0.555 -3.585
H -4.712 0.057 -1.924
H -3.328 0.318 -2.982
H -5.286 -2.661 -3.150
H -4.450 -3.748 -2.063
H -5.417 -2.414 -1.405
H -3.271 -3.796 -0.449
H -1.718 -3.206 1.710
H -0.911 -1.215 2.860
H -2.547 0.651 3.088
H -2.521 3.370 2.863
H 0.999 4.638 3.107
H 1.829 4.115 1.628
H 1.267 5.781 1.783
H -1.431 5.289 3.061
H -1.083 6.351 1.700
H -2.359 5.150 1.546
H 0.485 3.958 -0.582
H -1.260 4.183 -0.540
H -0.182 5.575 -0.376
H 1.399 -1.040 3.601
H 3.821 -1.908 2.677
H 3.487 -1.753 -1.971
H 4.645 -3.085 -1.862
H 2.916 -3.389 -1.646
H 4.863 -0.517 -0.168
H 5.410 -1.397 1.266
H 5.990 -1.873 -0.330
H 3.426 -4.510 0.555
H 5.127 -4.276 0.130
H 4.541 -3.767 1.711
S 3.948 1.061 -2.632
C 2.500 0.930 -2.101
O 0.304 2.265 -2.464
O -0.066 3.291 -3.177
*
```

Values from the calculation:
calculated total energy: -3899.36953 hartree
max |F|: 0.0198 hartree/bohr
LUMO (spin up / spin down): -0.1 / -0.1 eV
HOMO-LUMO gap (spin up / spin down): 6.97 / 6.91 eV
energy above the lowest of the compared OMol25 structures with the same formula, charge and spin: 7.4 kJ/mol
M: 604.6 g/mol